No. 1
Below is a cluster of 6 separate species, C22H63BIN2O20P5 in total in a non-equilibrium geometry, with properties calculated with wB97M-V/def2-TZVPD.

Atoms and positions in Å:
C (-2.99301, -0.47441, 2.18570)
C (-2.84640, 0.99450, 1.82171)
C (-1.69944, 1.22740, 0.84500)
I (-1.48960, 3.32444, 0.40832)
B (-1.67815, 0.36105, -0.48555)
C (-2.92687, -0.33600, -1.14694)
N (-4.24168, 0.31565, -0.88817)
C (-0.29308, 0.14854, -1.21275)
C (-0.11236, 1.18164, -2.34320)
C (1.16425, 0.97368, -3.16195)
N (2.24944, 1.80890, -2.60442)
H (-3.67781, -0.63850, 3.01419)
H (-2.02284, -0.85901, 2.50143)
H (-3.35926, -1.06911, 1.35329)
H (-3.77437, 1.41737, 1.44688)
H (-2.63018, 1.55638, 2.73466)
H (-0.78903, 0.97539, 1.39093)
H (-2.97375, -1.39512, -0.88792)
H (-2.74859, -0.31193, -2.22749)
H (-4.86747, -0.38060, -0.51361)
H (-4.63686, 0.71512, -1.72359)
H (-0.28203, -0.83360, -1.69877)
H (0.54295, 0.16516, -0.51065)
H (-1.01099, 1.14059, -2.96406)
H (-0.06772, 2.18454, -1.92921)
H (0.99884, 1.25650, -4.19854)
H (1.46108, -0.07089, -3.09804)
H (2.59337, 2.44396, -3.31203)
H (3.05450, 1.23137, -2.40191)
C (6.14397, -2.90356, -6.67454)
O (5.86744, -1.50822, -6.92527)
P (5.42251, -0.64717, -5.57929)
O (3.97423, -1.00675, -5.51763)
O (5.67974, 0.76095, -6.29972)
C (5.55554, 0.94464, -7.71192)
O (5.54250, 0.11788, -4.10913)
C (6.17701, -0.61901, -3.04487)
H (6.48587, -3.35907, -7.59970)
H (6.92673, -3.00147, -5.92254)
H (5.23886, -3.41304, -6.33903)
H (4.62245, 0.51936, -8.08245)
H (6.40051, 0.51417, -8.24402)
H (5.54588, 2.01628, -7.89415)
H (7.22174, -0.82651, -3.28208)
H (5.64828, -1.55871, -2.86416)
H (6.13691, -0.00977, -2.14646)
C (-8.92313, 1.18139, 6.77994)
O (-7.99152, 0.85055, 5.73023)
P (-7.66214, -0.73589, 5.50081)
O (-6.68769, -1.05326, 6.56954)
O (-7.00551, -0.51893, 4.05820)
C (-6.27461, 0.65620, 3.72031)
O (-8.22763, -2.19729, 5.02615)
C (-9.53140, -2.58936, 5.50134)
H (-9.07951, 2.25592, 6.75522)
H (-9.88040, 0.68334, 6.62507)
H (-8.50980, 0.90060, 7.74911)
H (-5.54744, 0.90586, 4.49438)
H (-6.93980, 1.49866, 3.54257)
H (-5.73790, 0.44778, 2.79755)
H (-10.29975, -1.90128, 5.14475)
H (-9.54520, -2.62467, 6.59327)
H (-9.74235, -3.58080, 5.11219)
C (5.49065, -1.53987, -14.00871)
O (6.80376, -1.36876, -13.44042)
P (6.87645, -0.98067, -11.84862)
O (6.58982, 0.46934, -11.82588)
O (8.42762, -1.35545, -11.70558)
C (9.36068, -1.17109, -12.76476)
O (6.61831, -1.46460, -10.30777)
C (5.38131, -2.15094, -10.02269)
H (5.61596, -1.85623, -15.04047)
H (4.92838, -2.30496, -13.47306)
H (4.94687, -0.59485, -13.98581)
H (9.26877, -0.17747, -13.20414)
H (9.23823, -1.93323, -13.53190)
H (10.35556, -1.27130, -12.33635)
H (5.32196, -3.08199, -10.59056)
H (4.52760, -1.51349, -10.26386)
H (5.36031, -2.38394, -8.96396)
C (-3.69021, -1.80982, 7.15649)
O (-2.82000, -1.91499, 6.00168)
P (-1.23753, -2.24047, 6.27465)
O (-0.67458, -0.92921, 6.66753)
O (-0.97155, -2.64548, 4.74186)
C (-1.66371, -2.03860, 3.66011)
O (-0.08054, -3.31797, 6.71138)
C (-0.30082, -4.07232, 7.92030)
H (-4.70626, -1.65940, 6.79926)
H (-3.65983, -2.72329, 7.75025)
H (-3.39561, -0.95740, 7.76892)
H (-1.66304, -0.95179, 3.75330)
H (-2.68545, -2.40745, 3.58959)
H (-1.13599, -2.30998, 2.74712)
H (-1.19480, -4.69249, 7.83563)
H (-0.39702, -3.40152, 8.77739)
H (0.55947, -4.71769, 8.07043)
C (-1.42822, 3.81933, 5.54745)
O (-0.98868, 4.74910, 6.55611)
P (-0.65400, 4.12055, 8.03499)
O (-1.99012, 4.00739, 8.66099)
O (0.19997, 5.39072, 8.52125)
C (-0.09820, 6.71646, 8.10403)
O (0.27926, 3.12560, 8.92550)
C (0.55507, 1.82560, 8.35249)
H (-1.56266, 4.36723, 4.61841)
H (-0.67969, 3.04198, 5.39369)
H (-2.37854, 3.36729, 5.83506)
H (-1.16159, 6.93477, 8.20904)
H (0.21902, 6.88531, 7.07655)
H (0.46050, 7.38986, 8.75119)
H (1.10429, 1.92377, 7.41570)
H (-0.37811, 1.29051, 8.17304)
H (1.15962, 1.26203, 9.05616)

Output
SMILES string: CC[C@H](I)B(CN)CCCN.COP(=O)(OC)OC.COP(=O)(OC)OC.COP(=O)(OC)OC.COP(=O)(OC)OC.COP(=O)(OC)OC
Calculated total energy: -4519.67585 Eh
Spin multiplicity: 1

=====

No. 2
Below is a structure of composition C22H64Br3N12O9P3 in a non-equilibrium geometry, with properties calculated with wB97M-V/def2-TZVPD.

Atoms and positions in Å:
C (1.17560, 6.10668, -4.27716)
N (-0.07901, 6.88193, -4.09039)
O (-0.12761, 7.57496, -3.10946)
O (-0.92366, 6.60720, -4.91707)
H (0.84098, 5.09079, -4.06716)
H (1.90821, 6.40508, -3.52725)
H (1.43227, 6.16149, -5.33509)
C (-5.27092, -0.37712, 6.82928)
N (-4.99383, -1.61544, 5.99484)
O (-3.98042, -2.21779, 6.26970)
O (-5.72726, -1.94468, 5.13304)
H (-4.29281, 0.01974, 7.10117)
H (-5.89843, -0.69982, 7.66007)
H (-5.87014, 0.36729, 6.30500)
C (-1.43791, -0.26799, 1.06497)
N (-1.99640, 1.07293, 0.95729)
O (-1.60481, 1.76542, 0.02079)
O (-2.87968, 1.43364, 1.71423)
H (-1.34819, -0.46413, 2.13341)
H (-0.45909, -0.38108, 0.59891)
H (-2.28019, -0.89703, 0.77690)
O (2.62253, -6.89774, 0.80601)
P (2.83712, -8.36154, 0.97617)
N (4.14365, -8.70133, 2.01239)
C (4.38266, -9.99897, 2.67639)
C (5.12520, -7.68359, 2.31320)
N (3.22137, -9.18761, -0.53945)
C (4.31120, -8.72622, -1.32821)
C (2.15196, -9.63287, -1.41418)
N (1.45629, -9.22062, 1.51345)
C (0.37019, -8.59167, 2.24508)
C (1.42069, -10.76089, 1.64965)
H (5.39779, -10.22810, 3.00058)
H (3.97470, -10.80006, 2.06000)
H (3.82646, -9.90561, 3.60913)
H (5.72432, -8.01580, 3.16102)
H (4.67675, -6.72188, 2.56240)
H (5.77855, -7.59055, 1.44570)
H (5.20034, -8.78263, -0.70024)
H (4.52249, -9.28844, -2.23780)
H (4.26185, -7.68558, -1.64870)
H (2.51566, -10.31326, -2.18418)
H (1.39360, -10.20173, -0.87622)
H (1.68342, -8.76503, -1.87834)
H (0.26822, -7.51075, 2.14862)
H (-0.58313, -9.07905, 2.04078)
H (0.65382, -8.70640, 3.29126)
H (2.19376, -11.21814, 1.03209)
H (0.44315, -11.09901, 1.30582)
H (1.62587, -11.04503, 2.68177)
O (-11.27600, 5.34618, -1.17211)
P (-9.79470, 5.14979, -1.42150)
N (-8.91566, 4.06029, -0.37554)
C (-8.68451, 4.61437, 0.97222)
C (-9.08973, 2.62085, -0.42502)
N (-8.87890, 6.60093, -1.31931)
C (-7.43837, 6.64144, -1.28793)
C (-9.49178, 7.79861, -0.70122)
N (-9.44078, 4.48435, -2.93722)
C (-8.13457, 4.11516, -3.38502)
C (-10.47348, 4.68033, -3.96797)
H (-8.80400, 3.84701, 1.73705)
H (-9.51211, 5.24085, 1.30497)
H (-7.73804, 5.12022, 1.16303)
H (-9.09879, 2.18567, -1.42433)
H (-9.91042, 2.32348, 0.22778)
H (-8.16324, 2.15157, -0.09414)
H (-6.92211, 6.20165, -0.43462)
H (-7.09800, 5.98832, -2.09147)
H (-7.09854, 7.66094, -1.47026)
H (-10.27604, 7.63217, 0.03724)
H (-8.75141, 8.27221, -0.05652)
H (-9.85879, 8.44921, -1.49502)
H (-8.27481, 3.43911, -4.22846)
H (-7.56801, 4.98193, -3.72534)
H (-7.52638, 3.69117, -2.58600)
H (-11.47476, 4.52481, -3.56630)
H (-10.37718, 3.95636, -4.77710)
H (-10.52432, 5.70995, -4.32203)
O (9.81317, 1.98578, -1.99832)
P (8.55289, 1.52429, -1.29737)
N (8.84025, 0.71995, 0.21448)
C (9.35459, 1.54992, 1.35979)
C (9.15625, -0.71927, 0.26204)
N (7.47247, 0.59356, -2.23664)
C (7.35620, 0.86802, -3.66416)
C (6.31316, -0.15330, -1.69313)
N (7.49603, 2.81830, -0.94014)
C (7.52256, 3.99663, -1.80773)
C (6.25913, 2.55761, -0.19214)
H (8.93102, 2.55421, 1.36861)
H (10.44357, 1.54810, 1.40690)
H (8.95101, 1.11732, 2.27526)
H (8.79983, -1.27499, -0.60529)
H (8.57378, -1.08466, 1.10780)
H (10.22453, -0.83444, 0.44538)
H (6.32173, 1.17300, -3.82213)
H (8.06926, 1.63894, -3.95626)
H (7.79314, 0.01758, -4.18754)
H (5.43917, 0.48123, -1.84021)
H (6.01892, -1.04112, -2.25286)
H (6.49446, -0.30516, -0.62910)
H (6.97051, 4.85009, -1.41410)
H (8.56010, 4.30500, -1.93631)
H (7.13106, 3.82118, -2.80974)
H (5.44334, 2.26579, -0.85352)
H (5.93168, 3.48688, 0.27407)
H (6.26377, 1.71220, 0.49587)
C (-1.19852, 7.21091, 3.41645)
Br (-2.05626, 6.50178, 5.12546)
Br (0.70756, 7.20322, 3.58782)
Br (-1.70772, 9.03109, 3.02462)
H (-1.43436, 6.48949, 2.63412)

Output
Calculated total energy: -10956.68746 Eh
Spin multiplicity: 1
Energy relative to the best compared isomer or geometry (same formula, charge and spin): 26.4 kcal per mole

=====

Which formula does entry 1 have? C22H63BIN2O20P5

=====

Which of these has the highest calculated total energy? C22H63BIN2O20P5

=====

calculated total energy of number 1 (C22H63BIN2O20P5)? -4519.67585 Eh